Below is C35H37N7O5S2SiTi as an isolated structure at a distorted geometry, with properties calculated with wB97M-V/def2-TZVPD.

Output
HOMO-LUMO gap (spin up / spin down): 4.17 / 6.62 eV
Expectation value of S²: 2.01
Molar mass: 775.812 Da
2S+1: 3
Energy above the lowest of the compared OMol25 structures with the same formula, charge and spin: 0.498 eV
Charge: -2

```
88
Properties=species:S:1:pos:R:3:forces:R:3
Ti -0.861 -0.953 0.282 -0.241 0.087 -0.424
C 5.005 -0.827 -3.056 -0.040 -0.047 0.091
C 3.926 -0.853 -2.004 0.147 0.016 -0.048
C 3.844 0.138 -1.028 0.011 0.064 -0.136
C 2.860 0.084 -0.060 -0.029 0.091 -0.039
C 1.903 -0.934 -0.031 0.301 -0.424 0.357
N 0.999 -1.045 1.041 1.586 0.005 0.611
C 1.464 -1.690 2.155 -0.063 0.253 -0.264
C 2.752 -2.268 2.241 -0.001 -0.006 0.018
C 3.219 -2.885 3.388 -0.034 0.028 -0.059
C 2.434 -2.981 4.528 0.116 -0.052 0.173
C 2.924 -3.661 5.785 -0.088 0.076 -0.120
C 1.159 -2.435 4.464 -0.139 -0.039 0.039
C 0.672 -1.805 3.329 -0.019 -0.065 -0.073
N -0.641 -1.258 3.385 0.066 0.108 0.059
C -1.314 -0.879 4.509 0.088 0.045 -0.126
C -2.557 -0.455 4.114 -0.156 -0.026 0.023
C -2.578 -0.606 2.722 0.154 -0.129 0.090
N -1.409 -1.095 2.277 -0.446 -0.031 1.171
C 1.960 -1.900 -1.043 -0.208 0.037 -0.046
C 2.969 -1.854 -1.993 -0.082 -0.172 -0.313
N 0.961 -2.928 -1.124 0.480 0.320 0.303
C 0.961 -4.008 -1.930 0.113 -0.120 -0.081
C -0.198 -4.699 -1.692 -0.148 -0.206 -0.090
C -0.869 -3.953 -0.710 -0.005 -0.346 -0.026
N -0.167 -2.889 -0.368 0.299 -0.682 -0.631
H 5.960 -0.523 -2.619 -0.031 -0.048 -0.025
H 4.773 -0.121 -3.850 -0.086 0.135 -0.117
H 5.127 -1.812 -3.513 0.017 0.055 0.030
H 4.552 0.962 -1.051 -0.055 -0.090 0.067
H 2.817 0.837 0.718 -0.023 -0.025 0.019
H 3.400 -2.203 1.377 -0.017 -0.005 0.018
H 4.221 -3.306 3.394 -0.028 0.022 -0.026
H 3.970 -3.956 5.678 -0.029 -0.010 0.014
H 2.341 -4.561 6.007 0.044 0.014 0.017
H 2.850 -2.999 6.652 0.013 -0.039 -0.007
H 0.511 -2.519 5.331 0.015 -0.030 -0.060
H -0.858 -0.887 5.484 0.040 -0.039 -0.117
H -3.342 -0.078 4.751 0.066 -0.002 -0.087
H -3.356 -0.359 2.018 0.049 -0.012 -0.060
H 3.006 -2.603 -2.777 -0.010 0.112 0.025
H 1.771 -4.220 -2.608 -0.044 0.050 0.102
H -0.524 -5.605 -2.176 0.017 0.069 0.066
H -1.833 -4.129 -0.268 -0.116 0.097 -0.041
C -3.510 5.162 -1.065 -0.016 0.084 -0.115
Si -3.875 4.242 0.530 -0.002 0.126 -0.091
C -4.010 5.551 1.897 0.076 0.180 0.082
C -5.610 3.527 0.441 -0.074 -0.173 0.015
C -2.421 3.160 1.022 -0.144 -0.309 -0.237
C -1.537 3.584 1.980 -0.120 0.173 0.091
C -0.412 2.821 2.263 0.416 -0.040 0.256
C -0.243 1.618 1.630 -0.333 0.136 -0.461
N -1.070 1.126 0.665 -0.850 2.246 0.503
C -2.147 1.942 0.308 0.489 -0.211 0.148
S -3.184 1.592 -1.019 0.287 -0.208 0.113
H -4.336 5.837 -1.330 0.122 -0.078 0.063
H -3.380 4.439 -1.873 0.004 0.076 0.048
H -2.591 5.756 -0.986 -0.120 -0.067 0.017
H -4.845 6.229 1.675 0.101 -0.080 0.030
H -3.102 6.162 1.982 -0.159 -0.062 -0.007
H -4.200 5.093 2.876 0.015 0.050 -0.107
H -6.338 4.350 0.421 0.111 -0.067 0.051
H -5.844 2.883 1.297 0.049 0.083 -0.086
H -5.724 2.932 -0.465 -0.015 0.006 0.066
H -1.708 4.515 2.513 0.036 -0.070 -0.023
H 0.330 3.152 2.979 -0.023 -0.058 0.051
H 0.603 1.001 1.886 0.018 -0.187 -0.070
N -0.848 -0.565 -2.000 0.214 0.370 -0.523
C 0.057 -0.068 -2.991 0.078 -0.002 0.073
C 0.672 1.170 -2.817 0.120 -0.062 -0.019
C 1.600 1.621 -3.743 0.004 -0.202 -0.177
C 1.918 0.852 -4.865 0.024 0.233 0.247
C 1.286 -0.365 -5.054 0.051 -0.032 0.000
C 0.360 -0.820 -4.121 0.014 -0.074 0.079
S 3.140 1.476 -6.025 -0.084 -0.231 -0.031
O 2.397 2.365 -6.908 0.036 0.067 -0.014
O 4.116 2.154 -5.178 0.044 0.023 0.002
O 3.662 0.284 -6.689 -0.004 -0.002 0.032
H -1.307 -1.388 -2.366 -0.226 -0.169 0.054
H -1.586 0.130 -1.823 -0.157 0.028 -0.161
H 0.438 1.748 -1.932 -0.011 0.058 0.063
H 2.122 2.563 -3.611 -0.086 -0.043 0.066
H 1.543 -0.959 -5.925 -0.017 0.043 0.080
H -0.124 -1.785 -4.253 0.008 0.013 -0.036
O -3.979 -3.252 -0.692 0.197 0.344 0.174
C -3.788 -2.106 -0.273 0.355 -0.168 -0.077
O -2.673 -1.484 -0.164 -1.738 -0.997 -0.430
H -4.657 -1.522 0.068 -0.176 0.217 -0.014
```
Forces are in eV/Å.